[1]
# C9H13N2O2S

The ion C9H13N2O2S with charge +1 (ωB97M-V/def2-TZVPD, the Open Molecules 2025 dataset).

The geometry in XYZ format:
```
27
Properties=species:S:1:pos:R:3:lowdin_spin:R:1
C -0.620 2.727 -0.420 0.00
C -0.783 1.570 -0.115 0.00
C 1.666 -2.125 -0.137 0.20
C 0.598 -2.923 0.094 0.36
C -0.416 -0.833 0.266 0.59
C -2.579 0.040 -0.560 0.05
C -1.787 0.528 1.924 0.05
C 2.441 1.194 -1.495 0.00
C -1.275 0.317 0.387 0.08
N 1.342 -0.824 -0.186 0.30
N -0.548 -2.145 0.365 0.28
O 1.853 1.246 1.187 0.03
O 3.687 -0.182 0.324 0.00
S 2.433 0.463 0.127 0.02
H -0.597 3.772 -0.571 0.00
H 2.680 -2.309 -0.632 0.00
H 0.363 -3.993 -0.145 0.01
H -2.403 -0.089 -1.642 0.00
H -3.034 1.069 -0.449 0.01
H -3.286 -0.605 -0.138 0.00
H -1.672 -0.432 2.400 0.00
H -1.098 1.217 2.497 0.00
H -2.907 0.926 1.843 0.00
H 2.119 0.424 -1.994 0.00
H 1.789 2.078 -1.494 0.00
H 3.403 1.643 -1.758 0.00
H -1.370 -2.752 0.321 0.01
```

spin multiplicity	3
Kohn-Sham gap (spin up / spin down)	7.468 / 6.149	eV
charge	+1
HOMO energy (spin up / spin down)	-10.80 / -13.46	eV

[2]
# C45H44IN4OSb2Ti

A structure of composition C45H44IN4OSb2Ti (ωB97M-V/def2-TZVPD, the Open Molecules 2025 dataset).

The geometry in XYZ format:
```
98
Properties=species:S:1:pos:R:3:lowdin_spin:R:1
Ti -0.821 -1.026 0.183 0.97
C 0.771 2.422 1.949 0.00
C 2.290 2.231 1.872 0.00
C 2.721 0.773 1.789 0.00
Sb 2.405 -0.798 0.313 0.00
C 4.407 -1.330 0.003 0.00
C 5.372 -0.330 -0.109 0.00
C 6.695 -0.666 -0.357 0.00
C 7.059 -1.999 -0.486 0.00
C 6.101 -2.996 -0.371 0.00
C 4.775 -2.665 -0.126 0.00
C 1.957 -0.493 -1.795 0.00
C 0.689 -0.747 -2.337 0.00
C 0.446 -0.862 -3.696 0.00
C 1.504 -0.726 -4.588 0.00
C 2.778 -0.506 -4.093 0.00
C 2.997 -0.409 -2.722 0.00
Sb -0.097 1.974 0.047 -0.01
C 1.217 3.307 -0.955 0.00
C 2.197 2.949 -1.872 0.00
C 3.082 3.897 -2.374 0.00
C 2.992 5.217 -1.962 0.00
C 2.006 5.588 -1.059 0.00
C 1.121 4.645 -0.561 0.00
C -1.742 3.283 0.046 0.00
C -2.301 3.750 1.229 0.00
C -3.335 4.679 1.194 0.00
C -3.812 5.139 -0.022 0.00
C -3.256 4.676 -1.208 0.00
C -2.224 3.752 -1.174 0.00
H 0.515 3.460 2.162 0.00
H 0.335 1.801 2.736 0.00
H 2.730 2.644 2.785 0.00
H 2.714 2.811 1.051 0.00
H 2.252 0.229 2.616 0.00
H 3.801 0.678 1.917 0.00
H 5.102 0.716 -0.012 0.00
H 7.441 0.113 -0.447 0.00
H 8.091 -2.265 -0.673 0.00
H 6.391 -4.034 -0.466 0.00
H 4.042 -3.458 -0.037 0.00
H -0.218 -0.921 -1.739 0.00
H -0.556 -1.048 -4.060 0.00
H 1.336 -0.802 -5.654 0.00
H 3.612 -0.411 -4.775 0.00
H 4.011 -0.250 -2.376 0.00
H 2.274 1.935 -2.222 0.00
H 3.834 3.603 -3.093 0.00
H 3.677 5.960 -2.349 0.00
H 1.920 6.620 -0.745 0.00
H 0.352 4.969 0.131 0.00
H -1.935 3.408 2.191 0.00
H -3.760 5.048 2.119 0.00
H -4.611 5.869 -0.052 0.00
H -3.619 5.046 -2.158 0.00
H -1.785 3.421 -2.110 0.00
C -0.475 -1.334 4.487 0.00
C -1.557 -0.562 4.910 0.01
C -2.397 0.014 3.981 0.00
C -2.159 -0.172 2.618 0.01
N -1.093 -0.907 2.229 0.00
C -0.277 -1.479 3.136 0.01
C -3.007 0.349 1.524 0.00
C -4.212 1.002 1.796 0.00
C -5.001 1.447 0.752 0.00
C -4.589 1.233 -0.560 0.00
C -3.396 0.581 -0.826 0.00
C -2.576 0.126 0.205 -0.02
H 0.198 -1.808 5.186 0.00
H -1.742 -0.415 5.965 0.00
H -3.238 0.609 4.303 0.00
H 0.544 -2.059 2.730 0.00
H -4.546 1.170 2.811 0.00
H -5.931 1.959 0.955 0.00
H -5.204 1.587 -1.378 0.00
H -3.106 0.442 -1.864 0.00
C -0.763 -5.113 1.640 0.00
N -0.147 -5.159 0.323 0.00
C 0.195 -4.081 -0.387 0.00
N 0.771 -4.247 -1.593 0.00
O 0.010 -2.913 0.037 0.00
H -1.739 -5.596 1.623 0.00
H -0.892 -4.073 1.926 0.00
H -0.126 -5.605 2.373 0.00
H 0.067 -6.061 -0.071 0.00
H 0.939 -5.149 -2.002 0.00
H 1.026 -3.418 -2.105 0.00
I -5.465 -4.571 1.989 0.00
C -4.352 -3.835 0.422 0.00
C -4.631 -4.165 -0.897 0.00
C -3.830 -3.640 -1.899 0.00
C -2.783 -2.809 -1.549 0.00
N -2.514 -2.486 -0.280 0.00
C -3.290 -2.983 0.684 0.00
H -5.459 -4.817 -1.141 0.00
H -4.010 -3.864 -2.941 0.00
H -2.132 -2.383 -2.306 0.00
H -3.055 -2.681 1.697 0.00
```

spin multiplicity	2
ΔE to the lowest compared entry with this formula, charge and spin	27.6	kcal/mol
Kohn-Sham gap (spin up / spin down)	7.557 / 7.560	eV
charge	+2
HOMO energy (spin up / spin down)	-12.91 / -12.93	eV

[3]
# C59H131F3N5NiO17

A structure of composition C59H131F3N5NiO17 (ωB97M-V/def2-TZVPD, the Open Molecules 2025 dataset).

The geometry in XYZ format:
```
216
Properties=species:S:1:pos:R:3:lowdin_spin:R:1
Ni 2.331 5.708 -2.480 1.00
C 0.751 0.410 -2.619 0.07
O -0.573 0.691 -2.134 0.00
O 1.318 1.686 -2.857 0.85
C 1.437 -0.652 -1.628 0.02
F 2.737 -0.653 -1.784 0.00
F 1.176 -0.358 -0.293 0.01
F 1.057 -1.880 -1.763 0.00
C -1.452 -0.406 -1.830 0.00
C -2.745 0.299 -1.360 0.00
H -2.963 1.100 -2.067 0.00
H -3.524 -0.463 -1.355 0.00
H -2.482 0.686 -0.375 0.00
H -1.165 -1.147 -1.084 0.00
H -1.747 -0.909 -2.751 0.00
H 0.573 -0.109 -3.561 0.04
C -2.910 -6.207 -2.035 0.00
C -3.405 -7.620 -1.738 0.00
C -2.312 -8.594 -1.867 0.00
C -1.376 -8.694 -0.647 0.00
C -2.313 -8.955 0.596 0.00
C -3.329 -7.814 0.863 0.00
N -4.072 -7.593 -0.400 0.00
O -5.190 -6.764 -0.296 0.00
C -4.301 -8.310 1.963 0.00
C -2.634 -6.533 1.470 0.00
C -4.427 -7.988 -2.805 0.00
H -2.069 -6.005 -1.372 0.00
H -3.658 -5.445 -1.817 0.00
H -2.557 -6.096 -3.060 0.00
H -2.657 -9.595 -2.125 0.00
H -1.771 -8.359 -2.784 0.00
H -0.817 -7.781 -0.443 0.00
H -0.544 -9.372 -0.838 0.00
H -1.893 -9.215 1.568 0.00
H -2.845 -9.881 0.378 0.00
H -4.804 -9.224 1.650 0.00
H -3.916 -8.434 2.976 0.00
H -5.121 -7.594 2.021 0.00
H -1.725 -6.209 0.964 0.00
H -3.299 -5.673 1.543 0.00
H -2.244 -6.844 2.440 0.00
H -3.999 -8.396 -3.721 0.00
H -5.140 -7.194 -3.027 0.00
H -4.953 -8.811 -2.321 0.00
H -5.893 -7.414 -0.358 0.00
C -0.102 -0.671 10.393 0.00
C -0.477 -0.106 8.982 0.00
C -0.102 -1.244 7.975 0.00
C -0.629 -0.997 6.576 0.00
C -2.104 -0.749 6.585 0.00
C -2.588 0.377 7.545 0.00
N -1.924 0.285 8.896 0.00
O -2.311 1.229 9.889 0.00
C -2.319 1.651 6.794 0.00
C -4.137 0.164 7.780 0.00
C 0.526 1.035 8.694 0.00
H 0.871 -1.161 10.370 0.00
H -0.841 -1.374 10.779 0.00
H -0.135 0.129 11.133 0.00
H 0.986 -1.294 8.008 0.00
H -0.684 -2.130 8.230 0.00
H -0.352 -1.777 5.867 0.00
H -0.084 -0.145 6.169 0.00
H -2.679 -1.670 6.680 0.00
H -2.172 -0.332 5.580 0.00
H -2.475 2.493 7.469 0.00
H -1.272 1.759 6.508 0.00
H -3.039 1.773 5.985 0.00
H -4.503 -0.614 8.450 0.00
H -4.630 1.021 8.237 0.00
H -4.665 -0.122 6.870 0.00
H 0.726 1.188 7.634 0.00
H 1.513 0.788 9.085 0.00
H 0.224 2.021 9.048 0.00
H -2.564 0.575 10.545 0.00
C 6.668 5.268 6.764 0.00
C 7.000 5.213 5.279 0.00
C 8.568 5.397 5.083 0.00
C 9.351 4.037 5.217 0.00
C 8.705 3.000 4.246 0.00
C 7.230 2.762 4.506 0.00
N 6.496 4.062 4.570 0.00
O 5.178 3.992 4.615 0.00
C 6.678 1.949 3.289 0.00
C 6.969 1.909 5.832 0.00
C 6.440 6.488 4.645 0.00
H 7.224 4.512 7.319 0.00
H 5.639 5.000 7.000 0.00
H 6.895 6.241 7.200 0.00
H 8.809 6.023 4.223 0.00
H 8.953 5.860 5.992 0.00
H 9.379 3.693 6.251 0.00
H 10.379 4.175 4.882 0.00
H 9.264 2.064 4.249 0.00
H 8.733 3.346 3.213 0.00
H 5.728 1.481 3.547 0.00
H 6.538 2.643 2.460 0.00
H 7.277 1.120 2.912 0.00
H 5.942 1.549 5.771 0.00
H 7.630 1.043 5.845 0.00
H 7.075 2.420 6.790 0.00
H 5.354 6.476 4.739 0.00
H 6.663 6.661 3.592 0.00
H 6.804 7.346 5.210 0.00
H 5.015 3.478 5.409 0.00
C 5.610 -10.518 -3.625 0.00
C 6.722 -10.069 -4.632 0.00
C 6.454 -10.677 -6.048 0.00
C 5.217 -10.125 -6.790 0.00
C 5.384 -8.603 -6.903 0.00
C 5.824 -7.871 -5.608 0.00
N 6.838 -8.618 -4.794 0.00
O 7.510 -7.986 -3.781 0.00
C 6.368 -6.515 -6.123 0.00
C 4.525 -7.432 -4.808 0.00
C 8.113 -10.628 -4.265 0.00
H 5.599 -9.870 -2.749 0.00
H 5.800 -11.480 -3.149 0.00
H 4.617 -10.633 -4.059 0.00
H 7.370 -10.416 -6.578 0.00
H 6.433 -11.767 -6.013 0.00
H 4.362 -10.300 -6.137 0.00
H 4.962 -10.505 -7.779 0.00
H 4.429 -8.143 -7.161 0.00
H 6.105 -8.437 -7.704 0.00
H 7.384 -6.499 -6.516 0.00
H 5.798 -6.192 -6.994 0.00
H 6.538 -5.771 -5.345 0.00
H 3.806 -6.842 -5.376 0.00
H 4.111 -8.303 -4.300 0.00
H 4.925 -6.766 -4.043 0.00
H 8.909 -10.230 -4.895 0.00
H 8.198 -11.700 -4.444 0.00
H 8.355 -10.509 -3.209 0.00
H 8.423 -8.088 -4.059 0.00
C -8.333 8.116 -0.251 0.00
C -8.359 6.947 0.774 0.00
C -9.439 7.279 1.890 0.00
C -9.834 6.150 2.722 0.00
C -10.161 4.884 1.943 0.00
C -9.028 4.478 0.907 0.00
N -8.589 5.624 0.105 0.00
O -7.647 5.338 -0.878 0.00
C -7.965 3.692 1.655 0.00
C -9.747 3.578 -0.175 0.00
C -7.027 6.778 1.636 0.00
H -9.027 8.932 -0.052 0.00
H -8.661 7.767 -1.230 0.00
H -7.294 8.440 -0.309 0.00
H -9.098 8.084 2.540 0.00
H -10.247 7.681 1.279 0.00
H -10.741 6.469 3.236 0.00
H -9.075 5.862 3.449 0.00
H -11.091 4.958 1.380 0.00
H -10.244 4.153 2.748 0.00
H -7.951 2.753 1.101 0.00
H -7.007 4.207 1.728 0.00
H -8.296 3.368 2.642 0.00
H -10.541 4.077 -0.730 0.00
H -9.106 3.065 -0.892 0.00
H -10.211 2.782 0.407 0.00
H -6.614 7.714 2.011 0.00
H -6.203 6.357 1.060 0.00
H -7.151 6.190 2.545 0.00
H -8.177 5.164 -1.659 0.00
C 0.318 -1.144 -9.786 0.00
C 1.344 0.016 -9.972 0.00
O 1.245 0.972 -8.970 0.00
O 0.393 -1.640 -8.478 0.00
H 0.651 -1.990 -10.386 0.00
H -0.709 -0.950 -10.094 0.00
H 1.246 0.475 -10.955 0.00
H 2.320 -0.463 -10.052 0.00
H 1.295 0.476 -8.150 0.00
H 0.035 -2.528 -8.424 0.00
C -0.304 4.983 1.728 0.00
C 0.438 6.058 2.444 0.00
O -0.038 7.336 2.071 0.00
O -0.218 5.015 0.267 0.00
H -1.377 4.979 1.920 0.00
H 0.142 4.042 2.047 0.00
H 1.488 6.142 2.163 0.00
H 0.421 5.954 3.529 0.00
H 0.262 7.610 1.201 0.00
H -0.362 4.136 -0.089 0.00
C -4.163 2.291 -7.980 0.00
C -5.370 3.223 -8.344 0.00
O -5.390 4.616 -7.951 0.00
O -4.296 2.183 -6.535 0.00
H -3.199 2.657 -8.333 0.00
H -4.204 1.279 -8.383 0.00
H -6.250 2.785 -7.874 0.00
H -5.582 3.147 -9.410 0.00
H -5.331 4.745 -7.002 0.00
H -3.560 1.626 -6.271 0.00
C 6.367 5.384 -3.142 0.00
C 6.362 5.567 -1.607 0.00
O 5.112 5.279 -1.001 0.00
O 5.312 6.124 -3.667 0.00
H 6.284 4.352 -3.481 0.00
H 7.309 5.811 -3.486 0.00
H 6.629 6.546 -1.210 0.00
H 7.120 4.992 -1.077 0.00
H 5.323 5.107 -0.080 0.00
H 5.190 5.890 -4.590 0.00
C -2.554 7.797 -3.986 0.00
C -1.890 6.666 -4.715 0.00
O -0.439 6.731 -4.643 0.00
O -2.493 9.013 -4.643 0.00
H -2.099 7.774 -2.996 0.00
H -3.640 7.704 -4.004 0.00
H -2.188 6.549 -5.757 0.00
H -2.190 5.725 -4.254 0.00
H -0.104 7.441 -5.195 0.00
H -1.685 9.429 -4.333 0.00
```

spin multiplicity	3
Kohn-Sham gap (spin up / spin down)	3.707 / 3.729	eV
charge	+1
HOMO energy (spin up / spin down)	-9.03 / -9.03	eV

Which value of spin multiplicity does entry 1 give?
3

Which formula does entry 3 have?
C59H131F3N5NiO17

Look up the spin multiplicity of the second one.
2